# 1
Entry from the Open Molecules 2025 dataset: a structure of composition C45H44ClNO2PPtTe at a distorted geometry (the ωB97M-V functional and the def2-TZVPD basis).

## Properties
Spin multiplicity = 2
HOMO (spin up / spin down) = -6.572 / -6.908 eV
⟨S²⟩ = 0.853
HOMO-LUMO gap (spin up / spin down) = 0.216 / 0.219 Eh
LUMO (spin up / spin down) = -0.7 / -0.9 eV

Last column: Löwdin charge in e.
CARTESIAN COORDINATES (ANGSTROEM)
1 Pt 1.625 -0.500 -0.163  0.90
2 Cl 0.883 3.066 -0.929  0.72
3 C 1.759 3.389 0.538  -0.65
4 C 1.364 4.474 1.301  -0.10
5 C 2.082 4.800 2.440  -0.07
6 C 3.201 4.051 2.792  -0.07
7 C 3.576 2.968 2.017  -0.06
8 C 2.848 2.606 0.882  -0.37
9 P 3.280 1.142 -0.112  0.91
10 C 3.926 1.839 -1.657  -0.40
11 C 4.346 3.157 -1.771  -0.09
12 C 4.855 3.623 -2.974  -0.07
13 C 4.955 2.774 -4.066  -0.08
14 C 4.542 1.454 -3.955  -0.07
15 C 4.020 0.994 -2.758  -0.10
16 C 4.766 0.486 0.715  -0.37
17 C 6.045 0.635 0.188  -0.08
18 C 7.137 0.074 0.835  -0.08
19 C 6.958 -0.633 2.014  -0.08
20 C 5.682 -0.793 2.537  -0.07
21 C 4.590 -0.248 1.889  -0.10
22 H 0.505 5.052 0.993  0.11
23 H 1.774 5.644 3.041  0.11
24 H 3.780 4.304 3.669  0.11
25 H 4.441 2.384 2.303  0.11
26 H 4.282 3.831 -0.927  0.11
27 H 5.173 4.653 -3.056  0.11
28 H 5.350 3.141 -5.003  0.10
29 H 4.614 0.786 -4.803  0.11
30 H 3.682 -0.034 -2.679  0.08
31 H 6.205 1.190 -0.727  0.10
32 H 8.126 0.193 0.414  0.10
33 H 7.809 -1.071 2.519  0.10
34 H 5.531 -1.363 3.443  0.11
35 H 3.592 -0.433 2.270  0.08
36 C -8.469 0.293 -0.286  -0.05
37 C -6.972 0.288 -0.188  -0.27
38 C -6.178 0.658 -1.263  -0.02
39 C -4.787 0.661 -1.193  -0.29
40 C -4.048 1.099 -2.422  -0.08
41 C -4.153 0.265 0.000  -0.36
42 Te -1.978 0.374 0.106  1.56
43 N 0.168 -0.331 1.038  -0.30
44 C 0.493 -0.850 2.256  -0.61
45 O 1.609 -1.402 2.356  -0.05
46 C -0.383 -0.771 3.445  -0.18
47 C -0.511 -1.927 4.217  -0.02
48 C -1.271 -1.908 5.371  -0.08
49 C -1.871 -0.727 5.788  -0.09
50 C -1.707 0.433 5.048  -0.09
51 C -0.970 0.409 3.872  -0.05
52 C -1.704 -1.209 -1.258  -0.40
53 C -1.137 -0.965 -2.511  -0.34
54 C -0.650 0.377 -2.978  -0.09
55 C -1.014 -2.031 -3.400  -0.04
56 C -1.400 -3.317 -3.065  -0.27
57 C -1.229 -4.458 -4.023  -0.05
58 C -1.928 -3.529 -1.800  -0.01
59 C -2.088 -2.496 -0.886  -0.29
60 C -2.646 -2.803 0.470  -0.05
61 C -4.941 -0.105 1.086  -0.32
62 C -4.362 -0.572 2.385  -0.09
63 C -6.330 -0.086 0.978  -0.02
64 H -8.799 0.684 -1.247  0.07
65 H -8.917 0.905 0.497  0.08
66 H -8.872 -0.716 -0.179  0.08
67 H -6.649 0.967 -2.189  0.11
68 H -4.737 1.568 -3.124  0.08
69 H -3.568 0.257 -2.924  0.07
70 H -3.265 1.823 -2.187  0.05
71 H -0.012 -2.829 3.887  0.12
72 H -1.388 -2.812 5.953  0.10
73 H -2.458 -0.709 6.697  0.10
74 H -2.157 1.359 5.379  0.10
75 H -0.818 1.318 3.294  0.11
76 H -0.115 0.923 -2.202  -0.02
77 H -1.477 1.002 -3.324  0.07
78 H 0.036 0.249 -3.816  0.08
79 H -0.576 -1.845 -4.376  0.12
80 H -0.772 -4.124 -4.954  0.07
81 H -2.188 -4.919 -4.266  0.08
82 H -0.594 -5.233 -3.593  0.08
83 H -2.211 -4.533 -1.503  0.12
84 H -2.730 -3.882 0.605  0.09
85 H -3.638 -2.366 0.599  0.07
86 H -2.010 -2.407 1.267  0.06
87 H -3.276 -0.577 2.371  0.01
88 H -4.682 -1.593 2.606  0.09
89 H -4.693 0.059 3.212  0.09
90 H -6.916 -0.385 1.841  0.12
91 C 1.986 -2.409 -2.508  -0.07
92 C 1.366 -2.268 -1.129  -0.51
93 O 0.839 -3.176 -0.561  0.05
94 H 1.572 -3.292 -2.992  0.08
95 H 3.062 -2.527 -2.383  0.08
96 H 1.810 -1.515 -3.106  0.05

# 2
Entry from the Open Molecules 2025 dataset: a structure of composition C45H45CsN9O2P2S2 at a distorted geometry (the ωB97M-V functional and the def2-TZVPD basis).

## Properties
HOMO = -4.000 eV
HOMO-LUMO gap = 0.206 Eh
Energy relative to the best compared isomer or geometry (same formula, charge and spin) = 23.4 kcal per mole
Net charge = -1
LUMO = 1.6 eV

Last column: Löwdin charge in e.
CARTESIAN COORDINATES (ANGSTROEM)
1 Cs 0.125 0.964 -1.647  1.05
2 N 5.101 1.320 -0.079  0.11
3 C 3.801 1.212 -0.471  -0.22
4 N 2.991 2.181 -0.648  0.09
5 C 3.439 3.475 -0.407  -0.29
6 N 2.650 4.487 -0.455  0.07
7 N 1.355 4.227 -0.866  0.04
8 C 0.492 4.271 0.067  -0.12
9 C -0.948 4.228 -0.246  -0.28
10 C -1.845 4.815 0.643  -0.03
11 C -3.190 4.850 0.317  -0.09
12 C -3.604 4.272 -0.869  -0.06
13 C -2.642 3.686 -1.684  -0.14
14 N -1.350 3.669 -1.391  0.04
15 C 4.850 3.691 -0.042  -0.08
16 C 5.397 4.958 0.153  -0.02
17 C 6.720 5.103 0.520  -0.09
18 C 7.522 3.979 0.701  -0.09
19 C 7.003 2.714 0.507  -0.03
20 C 5.668 2.573 0.135  -0.18
21 H 5.629 0.486 0.106  0.14
22 H 3.442 0.195 -0.610  0.11
23 H 0.772 4.414 1.110  0.13
24 H -1.486 5.229 1.577  0.12
25 H -3.904 5.308 0.991  0.11
26 H -4.646 4.253 -1.161  0.10
27 H -2.932 3.190 -2.605  0.11
28 H 4.750 5.814 0.014  0.11
29 H 7.136 6.091 0.673  0.10
30 H 8.558 4.095 0.993  0.10
31 H 7.619 1.833 0.644  0.11
32 S -2.984 -1.127 -2.214  0.22
33 P -2.646 -1.255 -0.207  0.36
34 C -1.192 -0.678 0.329  -0.77
35 P -0.551 -0.259 1.809  0.30
36 S 1.226 0.697 1.822  0.15
37 C -1.636 0.837 2.815  -0.33
38 C -2.400 1.796 2.160  -0.09
39 C -3.187 2.687 2.877  -0.09
40 C -3.212 2.642 4.262  -0.10
41 C -2.419 1.717 4.928  -0.09
42 C -1.630 0.831 4.209  -0.09
43 C -0.373 -1.729 2.907  -0.35
44 C -1.480 -2.281 3.555  -0.11
45 C -1.381 -3.485 4.232  -0.09
46 C -0.173 -4.173 4.260  -0.11
47 C 0.931 -3.637 3.614  -0.10
48 C 0.832 -2.421 2.948  -0.12
49 C -4.155 -0.517 0.545  -0.34
50 C -4.812 0.533 -0.085  -0.12
51 C -5.899 1.151 0.518  -0.10
52 C -6.343 0.726 1.762  -0.11
53 C -5.696 -0.325 2.397  -0.09
54 C -4.614 -0.944 1.790  -0.09
55 C -2.913 -3.033 0.185  -0.34
56 C -1.891 -3.790 0.739  -0.10
57 C -2.078 -5.142 1.011  -0.09
58 C -3.295 -5.742 0.733  -0.11
59 C -4.326 -4.989 0.176  -0.10
60 C -4.134 -3.646 -0.101  -0.10
61 H -2.373 1.840 1.078  0.09
62 H -3.796 3.407 2.345  0.08
63 H -3.838 3.329 4.819  0.09
64 H -2.408 1.688 6.012  0.09
65 H -0.997 0.132 4.740  0.10
66 H -2.433 -1.766 3.520  0.09
67 H -2.254 -3.894 4.728  0.10
68 H -0.094 -5.119 4.782  0.09
69 H 1.879 -4.164 3.636  0.09
70 H 1.695 -1.980 2.463  0.06
71 H -4.471 0.846 -1.066  0.06
72 H -6.403 1.966 0.010  0.09
73 H -7.189 1.212 2.234  0.09
74 H -6.034 -0.666 3.369  0.10
75 H -4.125 -1.775 2.288  0.09
76 H -0.950 -3.311 0.983  0.08
77 H -1.271 -5.714 1.456  0.10
78 H -3.447 -6.793 0.950  0.09
79 H -5.278 -5.456 -0.047  0.09
80 H -4.925 -3.061 -0.556  0.10
81 N 3.799 1.013 -4.530  0.05
82 C 3.321 -0.279 -4.023  -0.33
83 C 4.258 -1.447 -4.393  -0.15
84 C 3.657 -2.851 -4.485  -0.19
85 C 3.094 -3.464 -3.206  -0.16
86 N 2.054 -2.705 -2.513  0.09
87 C 0.749 -2.702 -2.839  -0.46
88 N -0.160 -2.456 -1.923  0.17
89 N 0.371 -3.039 -4.092  0.21
90 C 1.869 -0.465 -4.545  -0.68
91 O 1.747 -0.928 -5.705  -0.03
92 O 0.952 -0.179 -3.743  -0.37
93 H 3.736 1.006 -5.543  0.07
94 H 4.776 1.147 -4.288  0.06
95 H 3.254 -0.187 -2.937  0.10
96 H 5.103 -1.444 -3.690  0.11
97 H 4.684 -1.221 -5.375  0.11
98 H 4.440 -3.536 -4.832  0.11
99 H 2.897 -2.847 -5.262  0.09
100 H 3.897 -3.604 -2.479  0.12
101 H 2.693 -4.455 -3.437  0.12
102 H 2.268 -2.336 -1.603  0.15
103 H 0.077 -2.159 -0.974  0.06
104 H -1.092 -2.095 -2.214  -0.06
105 H 0.859 -2.546 -4.843  0.08
106 H -0.631 -2.970 -4.212  0.12